{"formula": "C4H5NO2", "method": "ωB97M-V/def2-TZVPD", "elements": ["C", "O", "C", "N", "O", "C", "C", "H", "H", "H", "H", "H"], "coordinates": [[-1.25436, 1.41668, -0.80254], [-1.11642, 0.02972, -1.22493], [0.00924, -0.66208, -0.55446], [0.40071, -0.22480, -1.69010], [2.43424, -0.93965, 0.76185], [1.39575, -1.30254, 1.28989], [0.08307, -1.18661, 0.68907], [-0.64609, 1.58883, 0.08707], [-0.92041, 2.03740, -1.63322], [-2.31385, 1.56083, -0.59156], [1.40081, -1.72646, 2.31546], [-0.82595, -1.48605, 1.19565]], "atomic_forces_ev_per_a": [[-0.009, 0.109, 0.038], [-0.255, -0.031, -0.041], [0.183, 0.189, -0.306], [0.110, -0.184, 0.501], [-0.287, -0.172, 0.133], [0.115, 0.015, -0.097], [0.059, 0.037, -0.039], [-0.083, -0.035, -0.116], [-0.076, -0.065, 0.106], [0.105, -0.042, -0.022], [0.026, 0.038, -0.128], [0.112, 0.141, -0.029]], "mulliken_charge": [-0.546, -0.152, 0.764, -0.446, -0.550, 0.059, -0.645, 0.341, 0.263, 0.235, 0.325, 0.351], "total_charge": 0, "spin_multiplicity": 1, "homo_ha": -0.3243, "homo_lumo_gap_ha": 0.342, "relative_energy_ev": 5.459, "energy_ha": -360.46881}